Below is a structure of composition C9H13EuO7P in a non-equilibrium geometry, with properties calculated with the ωB97M-V functional and the def2-TZVPD basis.

Atoms and positions in Å:
Eu1 0.01 -0.13 -1.39
O1 -0.01 3.18 -1.25
C1 0.00 2.03 -1.34
C2 0.00 -2.29 -1.33
O2 0.01 -3.43 -1.25
C3 2.16 -0.12 -1.50
O3 3.30 -0.12 -1.47
C4 -2.15 -0.14 -1.49
O4 -3.30 -0.13 -1.47
C5 0.00 0.59 -3.80
H1 -0.94 1.14 -3.85
H2 0.94 1.15 -3.85
C6 0.00 -0.85 -3.80
H3 0.94 -1.40 -3.85
H4 -0.93 -1.40 -3.85
C7 -1.57 -0.82 3.37
O5 -0.31 -0.26 3.06
P1 -0.17 -0.19 1.44
O6 0.44 1.39 1.38
C8 -0.75 2.30 1.75
O7 0.98 -1.40 1.23
C9 2.26 -1.00 1.77
H5 -1.66 -1.82 2.93
H6 -2.35 -0.16 3.01
H7 -1.60 -0.89 4.49
H8 -1.56 2.14 1.03
H9 -1.08 2.11 2.77
H10 -0.37 3.35 1.65
H11 2.57 -0.13 1.20
H12 2.20 -0.81 2.85
H13 2.94 -1.87 1.55

Calculated values
DFT total energy = -1927.65976 hartree
multiplicity = 7
net charge = +3

Atom charges from the Mulliken analysis, given in e for atoms 1 to 8:
1 Eu -0.22
2 O -0.04
3 C 0.46
4 C 0.58
5 O -0.03
6 C 0.51
7 O -0.01
8 C 0.53